Entry 1:
A molecular structure, C16H31NP2SZn in a non-equilibrium geometry, computed with wB97M-V/def2-TZVPD.

Last column: Löwdin charge in e.
CARTESIAN COORDINATES (ANGSTROEM)
P 0.1943 -1.5240 1.9031  0.763
P -0.0897 1.6412 2.0182  0.785
C -0.1755 -0.5991 0.3401  -0.400
C 0.3679 0.8309 0.4035  -0.379
H -1.2724 -0.5978 0.2313  0.087
H 0.2433 -1.1504 -0.5163  0.067
H 1.4681 0.8364 0.3583  0.088
H -0.0067 1.4439 -0.4314  0.073
C -1.7339 2.3416 1.7084  -0.251
H -2.0056 2.9909 2.5564  0.059
H -2.4925 1.5468 1.6259  0.051
H -1.7361 2.9420 0.7830  0.055
C 0.9859 3.0744 2.1283  -0.263
H 0.9437 3.6720 1.2040  0.059
H 2.0237 2.7561 2.3077  0.055
H 0.6608 3.6984 2.9749  0.061
C -0.8812 -2.9592 1.8483  -0.255
H -0.6419 -3.6792 2.6481  0.059
H -0.7541 -3.4511 0.8706  0.052
H -1.9313 -2.6456 1.9559  0.055
C 1.8582 -2.1948 1.6494  -0.247
H 2.6165 -1.3953 1.6779  0.048
H 1.9182 -2.7173 0.6792  0.050
H 2.0812 -2.9123 2.4568  0.058
Zn -0.0059 0.0159 3.6256  0.448
C 0.5828 1.7529 -3.6258  -0.106
C -0.7516 1.7961 -3.3675  -0.121
C -1.8591 0.9917 -3.9645  -0.194
C -1.4694 -0.3343 -4.6701  -0.202
C -0.7707 -1.2949 -3.7582  -0.102
C 0.5531 -1.3569 -3.4500  -0.124
C 1.6813 -0.5151 -3.9468  -0.194
C 1.3182 0.8568 -4.5743  -0.201
C -0.0042 -1.5622 5.1312  -0.351
H 1.2142 2.4567 -3.0747  0.099
H -1.0844 2.5531 -2.6567  0.091
H -2.4396 1.6082 -4.6738  0.118
H -2.5585 0.7533 -3.1458  0.110
H -2.4146 -0.8079 -4.9979  0.113
H -0.8979 -0.1181 -5.5806  0.099
H -1.4225 -2.0333 -3.2817  0.100
H 0.8574 -2.1619 -2.7805  0.091
H 2.2897 -1.0824 -4.6737  0.118
H 2.3486 -0.3351 -3.0871  0.109
H 2.2751 1.3506 -4.8305  0.113
H 0.7836 0.7049 -5.5195  0.099
H 0.8020 -1.4211 5.9861  0.022
H 0.4099 -2.4502 4.7529  -0.106
H -1.0794 -1.7352 5.5607  0.032
S -0.0057 0.0287 8.5041  0.489
C -0.0142 0.0709 6.9232  -1.116
N 0.0206 0.3203 5.7945  -0.165

- net charge = 0
- energy (a.u.) = -3542.992516
- gap between HOMO and LUMO (eV) = 4.5
- relative energy (zero: lowest compared OMol25 entry of this formula, charge and spin) (eV) = 3.3611

***

Entry 2:
C2H7NS in the gas phase in a non-equilibrium geometry, computed with wB97M-V/def2-TZVPD.

Last column: Löwdin charge in e.
CARTESIAN COORDINATES (ANGSTROEM)
C 0.3500 -0.5153 -0.1297  -0.330
C -0.2831 0.8299 0.2042  -0.593
S 0.9536 2.0959 0.7001  0.661
N -0.5637 -1.3983 -0.9752  0.008
H 1.2470 -0.0901 -0.7443  0.099
H 0.8724 -1.2035 0.5673  0.113
H -0.9247 1.1984 -0.5263  0.042
H -0.8997 0.6699 1.0907  0.061
H 1.6171 1.2434 1.5747  -0.111
H -1.0271 -2.0142 -0.4522  -0.013
H -1.3418 -0.8161 -1.3094  0.063

- net charge = 0
- energy (a.u.) = -533.296947
- SMILES string = NCCS
- gap between HOMO and LUMO (eV) = 10.1
- relative energy (zero: lowest compared OMol25 entry of this formula, charge and spin) (eV) = 0.9117

***

Entry 3:
3 unconnected molecules or ions with the total composition C19H26BrClIO4PS4 in a non-equilibrium geometry, computed with wB97M-V/def2-TZVPD.

Last column: Löwdin charge in e.
CARTESIAN COORDINATES (ANGSTROEM)
C 1.3933 2.5357 1.6459  -0.083
C 2.6096 1.4933 1.5582  -0.381
C 2.9939 1.0766 3.0610  -0.103
C 2.3741 0.2632 0.5616  -0.185
C 1.0460 -0.5871 0.8420  -0.139
C -0.2920 0.0698 0.2358  -0.133
C -0.5425 0.2473 -1.1510  -0.470
Br 0.7248 -0.3548 -2.5330  0.744
C -1.9141 0.9675 -1.5966  -0.328
O -2.5342 0.6711 -2.6353  -0.004
C -2.4191 2.1107 -0.5741  -0.023
C -3.1174 3.4165 -1.0100  -0.310
P -3.4518 3.8248 -2.8199  0.367
S -1.7919 3.6105 -3.8659  0.095
C -3.5682 4.4553 0.0753  -0.561
Cl -4.4378 6.0136 -0.3156  0.530
C -3.2833 4.2134 1.6014  -0.651
I -3.8318 5.6380 3.1409  0.816
C -2.5559 2.9240 2.0508  -0.496
S -2.1586 2.6338 3.8518  0.695
C -2.1542 1.9055 0.9549  -0.045
C -1.3802 0.5402 1.3349  -0.267
O -1.6134 -0.1295 2.3633  0.043
H 0.7623 2.5484 0.6775  0.086
H 0.6718 2.1301 2.4566  0.050
H 1.6919 3.5816 1.9818  0.090
H 3.5144 2.0810 1.1414  0.139
H 2.2833 0.3231 3.5403  0.073
H 2.9201 2.0466 3.6888  0.082
H 4.0873 0.7336 3.1752  0.084
H 2.4548 0.6359 -0.5116  0.082
H 3.2650 -0.4583 0.7187  0.084
H 0.9433 -0.7307 1.9802  0.114
H 1.0818 -1.6579 0.4066  0.120
H -3.7309 5.2474 -2.8546  -0.041
H -4.5605 3.1248 -3.3904  -0.009
H -0.9809 1.8714 3.7514  -0.106
C 6.7553 -3.4074 -0.0850  -0.270
S 5.0802 -2.8388 -0.4466  0.823
O 4.9703 -1.4297 0.0411  -0.564
C 4.2611 -3.8963 0.7665  -0.263
H 7.4526 -2.8473 -0.7091  0.050
H 6.9888 -3.2327 0.9668  0.058
H 6.8366 -4.4708 -0.3166  0.052
H 4.6527 -3.6906 1.7644  0.060
H 4.4258 -4.9434 0.5066  0.054
H 3.1918 -3.6826 0.7454  0.044
C -3.4393 -2.2548 -2.2641  -0.281
S -4.1227 -3.8342 -1.7184  0.807
O -2.9813 -4.6812 -1.2574  -0.560
C -4.5925 -4.4085 -3.3650  -0.276
H -3.0441 -1.7299 -1.3941  0.035
H -2.6342 -2.4249 -2.9812  0.063
H -4.2280 -1.6545 -2.7206  0.055
H -3.7142 -4.4423 -4.0121  0.057
H -5.3430 -3.7362 -3.7847  0.051
H -5.0147 -5.4100 -3.2743  0.048

- net charge = 0
- energy (a.u.) = -6306.243105
- gap between HOMO and LUMO (eV) = 6.9
- relative energy (zero: lowest compared OMol25 entry of this formula, charge and spin) (eV) = 4.3713

***

Entry 4:
A molecular structure, C10H10N2O2P in a non-equilibrium geometry, computed with wB97M-V/def2-TZVPD.

Last column: Löwdin charge in e.
CARTESIAN COORDINATES (ANGSTROEM)
C -1.3657 0.0779 3.4174  0.016
C -1.7087 1.0266 2.3977  0.030
C -0.5647 -1.0392 3.0997  0.011
C -1.3686 0.7836 1.0725  -0.002
C -0.2252 -1.1548 1.7549  -0.136
C -1.2662 -0.6921 -1.9660  0.146
C -0.3667 -0.4698 -2.8844  -0.095
C -0.0151 -0.7770 -0.3846  -0.286
C 1.0045 -0.0598 -2.3810  -0.120
C 2.2787 -0.3686 -0.2711  -0.123
N -0.5979 -0.2333 0.8274  -0.031
N 1.0135 -0.0146 -0.8778  -0.085
O 0.5187 -3.6627 0.3617  -0.189
O 2.1441 -1.6976 0.3138  -0.153
P 0.6644 -2.2752 0.5381  0.735
H -1.7241 0.0623 4.4712  0.139
H -2.3098 1.9356 2.4539  0.128
H -0.3089 -1.8146 3.9072  0.163
H -1.6370 1.2511 0.1380  0.155
H -2.2950 -0.9682 -1.8247  0.083
H -0.5571 -0.3826 -3.8890  0.094
H 1.5890 -0.7864 -2.9237  0.125
H 1.4515 0.8423 -2.8119  0.135
H 3.0072 -0.3317 -0.9597  0.099
H 2.3713 0.4077 0.5553  0.161

- net charge = +1
- energy (a.u.) = -988.052801
- gap between HOMO and LUMO (eV) = 8.6
- relative energy (zero: lowest compared OMol25 entry of this formula, charge and spin) (eV) = 5.9142

***

It is found that the LUMO energy values, taken in the order of the records, are -0.36 0.95 -1.65 -4.59 eV.